[1]
{"formula": "C2H3Cl2NSi", "method": "wB97M-V/def2-TZVPD", "species": ["C", "C", "N", "Si", "Cl", "Cl", "H", "H", "H"], "positions_angstrom": [[1.673331, 1.028663, 0.430706], [-0.056042, -1.165920, -0.892533], [2.650638, 1.521153, 0.846622], [-0.798094, 0.099992, 0.335619], [-2.772832, -0.506755, 0.545191], [-1.017031, 1.913984, -0.418015], [0.314570, -1.995962, -0.517072], [0.199447, -0.869098, -1.906446], [-0.193987, -0.026058, 1.575924]], "forces_ev_per_angstrom": [[1.125, -0.350, -0.150], [-0.916, 6.027, -0.532], [-1.323, -0.564, -0.502], [-0.837, -1.471, -1.434], [0.092, -0.265, 0.030], [-0.027, 1.318, -0.566], [1.740, -4.221, 1.499], [-0.265, -0.350, -0.038], [0.412, -0.124, 1.693]], "mulliken_charge": [-0.012, -0.603, -0.327, 0.780, -0.290, -0.163, 0.385, 0.328, -0.097], "relative_energy_kcal_mol": 130.85, "total_charge": 0, "orbital_gap_ev": [8.76, 5.84], "total_energy_ha": -1342.53435, "lumo_energy_ev": [-2.54, -4.40], "homo_energy_ev": [-11.304, -10.233]}

---

[2]
{"formula": "C2H3Cl2PS", "method": "wB97M-V/def2-TZVPD", "species": ["C", "C", "P", "S", "Cl", "Cl", "H", "H", "H"], "positions_angstrom": [[-1.908103, 1.644968, -0.319843], [-2.018762, 0.460476, -0.264543], [0.848789, -0.513662, 0.257801], [2.347061, -2.063326, 0.066757], [1.391169, 0.379466, -1.601930], [1.690931, 0.612440, 1.718815], [-1.808140, 2.716576, -0.421594], [1.504979, -2.661694, 0.935814], [-2.047928, -0.575243, -0.371278]], "forces_ev_per_angstrom": [[0.063, 1.317, -0.122], [-0.028, 0.338, -0.276], [1.025, -0.551, -1.475], [-1.137, 0.387, 0.465], [-0.253, 0.025, 1.023], [0.125, 0.537, 0.037], [-0.077, -0.645, 0.205], [0.515, -0.505, -0.015], [-0.232, -0.903, 0.159]], "mulliken_charge": [-0.336, -0.432, 0.419, -0.235, -0.210, -0.167, 0.360, 0.158, 0.442], "relative_energy_kcal_mol": 44.13, "total_charge": 0, "orbital_gap_ev": 9.78, "total_energy_ha": -1737.89706, "lumo_energy_ev": 0.14, "smiles": "SP(Cl)Cl.C#C", "homo_energy_ev": -9.637}

---

[3]
{"formula": "C2H3Cl3O", "method": "wB97M-V/def2-TZVPD", "species": ["C", "C", "O", "Cl", "Cl", "Cl", "H", "H", "H"], "positions_angstrom": [[0.086708, 0.211760, 0.133730], [-1.245758, 0.490230, -0.575145], [-0.009429, 0.126826, 1.482430], [1.274495, 1.526644, -0.449897], [-2.035022, 1.942087, 0.258133], [-2.296820, -0.996788, -0.281650], [0.384500, -0.697989, -0.247407], [-1.403085, 0.597136, -1.707679], [-0.063152, 1.004003, 1.781677]], "forces_ev_per_angstrom": [[-0.545, 1.902, -1.017], [-2.405, 0.293, -0.197], [0.522, -1.478, -0.741], [-0.573, -0.860, 0.425], [0.477, -0.933, -0.817], [0.508, 0.722, 0.021], [1.228, -1.892, -0.750], [1.188, 0.240, 1.909], [-0.399, 2.006, 1.166]], "mulliken_charge": [-0.410, 0.062, -0.419, -0.171, -0.155, -0.158, 0.475, 0.372, 0.404], "relative_energy_kcal_mol": 10.26, "total_charge": 0, "orbital_gap_ev": 11.83, "total_energy_ha": -1533.80731, "lumo_energy_ev": 0.63, "smiles": "O[C@H](Cl)C(Cl)Cl", "homo_energy_ev": -11.203}

---

[4]
{"formula": "C2H3Cl3OP", "method": "wB97M-V/def2-TZVPD", "species": ["C", "C", "O", "P", "Cl", "Cl", "Cl", "H", "H", "H"], "positions_angstrom": [[1.530765, -0.501945, 0.119263], [0.299389, 0.095423, 0.641956], [0.969300, -1.015514, 1.234076], [-1.618509, 0.343885, 0.831791], [1.033513, -1.430225, -1.446501], [-1.790925, 2.367327, 0.915452], [-2.083857, 0.046247, -1.510032], [-1.501141, -1.010431, -1.833254], [2.523321, 0.053038, -0.111426], [0.638144, 1.052197, 1.158675]], "forces_ev_per_angstrom": [[-0.798, -0.135, -4.249], [-0.183, 3.637, 2.606], [0.495, -0.324, 0.630], [1.612, -0.314, -0.697], [0.923, 0.202, 0.941], [0.373, -1.255, -0.370], [-1.210, 1.749, 0.273], [1.036, -1.402, -0.134], [-1.628, -1.303, 1.177], [-0.619, -0.853, -0.178]], "mulliken_charge": [0.427, -0.273, -0.305, 0.528, -0.243, -0.040, -0.028, 0.345, 0.356, 0.234], "relative_energy_kcal_mol": 95.63, "total_charge": 1, "orbital_gap_ev": 8.29, "total_energy_ha": -1874.78282, "lumo_energy_ev": -6.59, "homo_energy_ev": -14.879}

---

[5]
{"formula": "C2H3Cl3OSi", "method": "wB97M-V/def2-TZVPD", "species": ["C", "C", "O", "Si", "Cl", "Cl", "Cl", "H", "H", "H"], "positions_angstrom": [[-1.621478, 0.241511, 0.473769], [-1.057742, 1.351508, -0.248845], [-2.403983, -0.412803, 1.049907], [1.359290, -1.456063, -0.007560], [2.206431, -1.519179, 1.856525], [2.203298, -3.206139, -0.734045], [2.038540, 0.390930, -0.720368], [-1.671538, 2.285900, -0.154303], [-1.061007, 1.108499, -1.338384], [0.008189, 1.215832, -0.176692]], "forces_ev_per_angstrom": [[-0.776, -3.155, 0.715], [-1.417, 0.079, -1.408], [1.522, 2.189, -1.222], [-1.598, -0.021, 0.479], [0.211, 0.201, 0.840], [0.111, 0.151, -0.654], [0.824, 0.134, -0.579], [1.129, -0.436, 0.393], [-0.677, -0.338, 0.542], [0.671, 1.197, 0.893]], "mulliken_charge": [0.458, -0.492, -0.238, 0.345, -0.233, -0.233, -0.300, 0.340, 0.353, 0.000], "relative_energy_kcal_mol": 54.55, "total_charge": 0, "orbital_gap_ev": [7.44, 5.62], "total_energy_ha": -1823.33641, "lumo_energy_ev": [-0.47, -1.68], "homo_energy_ev": [-7.909, -7.306]}

---

[6]
{"formula": "C2H3Cl5Si", "method": "wB97M-V/def2-TZVPD", "species": ["C", "C", "Si", "Cl", "Cl", "Cl", "Cl", "Cl", "H", "H", "H"], "positions_angstrom": [[-0.158743, 0.748735, 0.456544], [1.490520, -0.865525, 0.354091], [-1.562811, 0.313051, -0.777552], [0.711941, 2.166318, 0.129050], [-0.631185, 0.549653, 2.096869], [2.911927, 0.082666, 0.623884], [1.483810, -1.378528, -1.368142], [1.041327, -1.961761, 1.568071], [-1.421758, 1.078948, -1.993456], [-2.755174, 0.438867, -0.013845], [-1.109853, -1.172429, -1.075517]], "forces_ev_per_angstrom": [[1.126, -2.006, -0.453], [-1.657, 2.594, -1.420], [2.368, -2.376, 0.101], [0.324, 0.804, -0.088], [-0.231, 0.247, 0.484], [0.044, -0.414, 0.416], [0.003, -0.265, 1.105], [0.302, -0.511, -0.233], [-0.141, 0.434, -0.375], [-1.035, 0.135, 0.267], [-1.102, 1.359, 0.195]], "mulliken_charge": [0.125, 0.219, 0.495, -0.116, -0.123, -0.101, -0.125, -0.068, -0.100, -0.115, -0.091], "relative_energy_kcal_mol": 125.39, "total_charge": 0, "orbital_gap_ev": 8.52, "total_energy_ha": -2668.34398, "lumo_energy_ev": -0.33, "homo_energy_ev": -8.853}